{"formula": "C4H15N3O", "method": "wB97M-V/def2-TZVPD", "species": ["C", "C", "C", "N", "C", "N", "N", "H", "H", "H", "H", "H", "H", "H", "H", "H", "H", "H", "H", "H", "H", "H", "O"], "xyz": [[-1.91, -0.76, -0.34], [-1.99, 0.73, -0.01], [-0.71, 1.54, -0.23], [2.83, 0.71, 0.28], [1.71, 1.26, -0.14], [0.53, 0.80, 0.20], [-3.30, -1.29, -0.67], [-1.45, -1.45, 0.36], [-1.26, -0.92, -1.18], [-2.71, 1.22, -0.67], [-2.32, 0.82, 1.02], [-0.66, 1.78, -1.29], [-0.72, 2.42, 0.40], [3.70, 1.22, 0.23], [2.86, -0.20, 0.73], [1.86, 2.11, -0.74], [0.40, 0.00, 0.79], [-3.99, -0.80, -0.10], [-3.35, -2.30, -0.55], [-3.47, -1.21, -1.67], [2.74, -2.71, 0.21], [3.55, -2.48, 1.45], [2.91, -2.04, 0.87]], "charge": 2}


{"formula": "C11H14N2O", "method": "wB97M-V/def2-TZVPD", "species": ["C", "C", "C", "N", "C", "C", "C", "C", "C", "C", "H", "H", "H", "H", "H", "H", "H", "H", "H", "C", "C", "N", "O", "H", "H", "H", "H", "H"], "xyz": [[-4.62, -0.63, -1.10], [-3.26, -0.78, -0.57], [-2.71, -1.93, 0.03], [-1.50, -1.55, 0.55], [-1.28, -0.22, 0.39], [-0.22, 0.54, 0.98], [-0.10, 1.78, 0.36], [-1.11, 2.28, -0.51], [-2.28, 1.64, -0.84], [-2.30, 0.27, -0.45], [-5.40, -0.17, -0.47], [-5.15, -1.55, -1.32], [-4.45, -0.08, -2.05], [-3.00, -2.97, -0.07], [-0.93, -2.24, 1.02], [0.46, 0.24, 1.74], [0.62, 2.46, 0.78], [-0.87, 3.29, -0.82], [-3.08, 2.15, -1.36], [4.14, -0.04, 1.62], [4.53, -0.14, 0.16], [3.48, -0.63, -0.62], [5.65, -0.10, -0.25], [4.97, -0.33, 2.27], [3.56, -0.99, 1.79], [3.36, 0.60, 1.97], [3.58, -0.82, -1.59], [2.58, -0.79, -0.20]], "smiles": "Cc1c[nH]c2ccccc12.CC(N)=O"}


{"formula": "C11H25N2O8S2", "method": "wB97M-V/def2-TZVPD", "species": ["N", "C", "O", "C", "C", "S", "O", "O", "N", "S", "O", "O", "C", "C", "O", "H", "H", "H", "H", "H", "H", "H", "H", "H", "C", "C", "C", "O", "H", "H", "H", "H", "H", "H", "H", "H", "C", "C", "C", "O", "H", "H", "H", "H", "H", "H", "H", "H"], "xyz": [[2.16, -2.03, -1.53], [2.18, -0.76, -0.91], [2.55, -0.60, 0.20], [1.74, 0.45, -1.69], [0.48, 1.08, -1.12], [-0.88, -0.12, -1.16], [-0.82, -0.83, 0.09], [-0.61, -0.96, -2.30], [-2.16, 0.82, -1.33], [-3.56, 0.03, -1.14], [-4.49, 0.62, -2.06], [-4.09, 0.07, 0.21], [-3.48, -1.72, -1.57], [-3.21, -2.63, -0.37], [-2.44, -3.50, -0.48], [2.53, -2.68, -0.85], [1.16, -2.21, -1.66], [2.54, 1.18, -1.56], [1.65, 0.24, -2.75], [0.60, 1.42, -0.10], [0.18, 1.88, -1.80], [-2.83, -1.96, -2.40], [-4.50, -1.97, -1.89], [-3.73, -2.43, 0.58], [7.06, -3.37, -0.24], [6.45, -1.99, -0.46], [6.98, -0.99, 0.57], [5.04, -2.07, -0.37], [6.80, -3.75, 0.75], [6.67, -4.07, -0.98], [8.15, -3.34, -0.33], [6.69, -1.64, -1.46], [6.71, -1.30, 1.58], [6.53, -0.01, 0.41], [8.06, -0.89, 0.51], [4.82, -2.38, 0.52], [-5.92, 3.83, 3.22], [-4.84, 4.04, 2.17], [-4.91, 2.97, 1.09], [-3.55, 4.02, 2.79], [-5.78, 2.86, 3.72], [-5.85, 4.59, 4.00], [-6.92, 3.86, 2.78], [-4.96, 5.03, 1.72], [-4.75, 1.97, 1.50], [-4.13, 3.13, 0.34], [-5.88, 2.99, 0.59], [-3.43, 3.15, 3.19]], "charge": -1}


{"formula": "C31H31Br4N5O4Ta", "method": "wB97M-V/def2-TZVPD", "species": ["Ta", "C", "N", "C", "C", "C", "N", "C", "C", "C", "C", "C", "C", "C", "O", "C", "C", "C", "N", "C", "C", "C", "C", "C", "C", "C", "O", "H", "H", "H", "H", "H", "H", "H", "H", "H", "H", "H", "H", "H", "H", "H", "H", "H", "H", "H", "H", "H", "H", "H", "H", "H", "Br", "C", "C", "Br", "C", "Br", "C", "O", "C", "O", "C", "Br", "C", "N", "C", "C", "N", "C", "H", "H", "H", "H", "H", "H"], "xyz": [[0.34, 0.26, 0.22], [-1.28, 3.63, 0.86], [-1.62, 2.56, -0.08], [-1.45, 3.05, -1.46], [0.02, 3.12, -1.83], [0.40, 1.93, -2.69], [0.06, 0.61, -2.08], [0.02, -0.31, -2.98], [0.04, -1.74, -2.82], [-0.04, -2.56, -3.96], [0.08, -3.92, -3.84], [0.33, -4.48, -2.58], [0.43, -3.69, -1.45], [0.27, -2.32, -1.58], [0.31, -1.52, -0.51], [-3.03, 2.18, 0.12], [-3.21, 0.69, -0.12], [-2.81, -0.08, 1.12], [-1.43, 0.22, 1.58], [-1.27, 0.43, 2.84], [-0.02, 0.47, 3.56], [0.02, 0.97, 4.86], [1.19, 0.92, 5.59], [2.32, 0.33, 5.03], [2.30, -0.21, 3.75], [1.13, -0.12, 3.01], [1.07, -0.63, 1.77], [-2.01, 4.45, 0.77], [-0.29, 4.04, 0.66], [-1.28, 3.25, 1.88], [-1.96, 4.01, -1.57], [-1.97, 2.34, -2.11], [0.63, 3.14, -0.94], [0.26, 4.03, -2.38], [1.47, 1.93, -2.89], [-0.12, 2.00, -3.65], [0.04, 0.02, -4.02], [-0.20, -2.10, -4.93], [0.02, -4.56, -4.71], [0.44, -5.55, -2.48], [0.62, -4.11, -0.47], [-3.67, 2.79, -0.52], [-3.30, 2.41, 1.15], [-2.61, 0.37, -0.98], [-4.24, 0.44, -0.35], [-2.87, -1.15, 0.93], [-3.49, 0.17, 1.94], [-2.17, 0.55, 3.45], [-0.88, 1.40, 5.29], [1.23, 1.33, 6.59], [3.24, 0.28, 5.60], [3.17, -0.68, 3.32], [6.44, 3.66, -0.18], [4.71, 3.13, 0.31], [4.03, 3.80, 1.33], [4.85, 5.22, 2.26], [2.73, 3.42, 1.68], [1.74, 4.24, 3.05], [2.14, 2.38, 1.00], [0.88, 1.94, 1.15], [2.84, 1.67, 0.02], [2.13, 0.67, -0.51], [4.11, 2.06, -0.36], [4.94, 1.10, -1.74], [-4.72, -4.37, -3.44], [-3.95, -3.75, -2.37], [-3.54, -4.34, -1.21], [-2.80, -3.40, -0.55], [-2.76, -2.24, -1.28], [-3.46, -2.49, -2.36], [-5.25, -5.23, -3.04], [-4.07, -4.69, -4.25], [-5.46, -3.66, -3.82], [-3.79, -5.36, -0.97], [-2.30, -3.50, 0.40], [-3.65, -1.80, -3.17]], "charge": 1}


{"formula": "C33H34CrN2O3P", "method": "wB97M-V/def2-TZVPD", "species": ["Cr", "C", "C", "C", "C", "C", "O", "C", "N", "C", "C", "C", "C", "C", "C", "P", "C", "C", "C", "C", "C", "C", "C", "C", "C", "C", "C", "C", "H", "H", "H", "H", "H", "H", "H", "H", "H", "H", "H", "H", "H", "H", "H", "H", "H", "H", "H", "H", "H", "H", "H", "H", "O", "C", "O", "H", "C", "C", "C", "C", "C", "C", "C", "C", "N", "H", "H", "H", "H", "H", "H", "H", "H", "H"], "xyz": [[0.48, 0.28, -0.96], [0.99, -2.08, -3.25], [-0.41, -2.49, -2.78], [-1.50, -1.71, -3.50], [-0.55, -2.45, -1.24], [-1.67, -3.40, -0.83], [-2.27, -2.78, 0.28], [-1.80, -1.47, 0.39], [-0.90, -1.19, -0.56], [-2.30, -0.82, 1.54], [-3.05, -1.68, 2.43], [-3.32, -1.37, 3.73], [-2.93, -0.13, 4.26], [-2.42, 0.80, 3.38], [-2.12, 0.54, 2.04], [-1.78, 2.15, 1.26], [0.07, 2.16, 1.06], [0.80, 2.70, -0.01], [2.17, 2.93, 0.12], [2.83, 2.62, 1.29], [2.12, 2.10, 2.36], [0.76, 1.88, 2.25], [-2.56, 2.26, -0.38], [-3.44, 1.32, -0.91], [-4.15, 1.60, -2.07], [-4.01, 2.82, -2.70], [-3.18, 3.79, -2.16], [-2.48, 3.51, -1.00], [1.09, -2.24, -4.33], [1.75, -2.66, -2.74], [1.18, -1.03, -3.04], [-0.54, -3.55, -3.04], [-1.51, -0.67, -3.19], [-2.49, -2.13, -3.30], [-1.33, -1.74, -4.58], [0.41, -2.78, -0.81], [-1.31, -4.39, -0.54], [-2.40, -3.52, -1.63], [-3.36, -2.64, 2.06], [-3.84, -2.09, 4.35], [-3.09, 0.11, 5.31], [-2.25, 1.81, 3.74], [0.29, 3.10, -0.87], [2.71, 3.35, -0.71], [3.90, 2.79, 1.37], [2.62, 1.87, 3.29], [0.21, 1.50, 3.10], [-3.57, 0.37, -0.42], [-4.81, 0.85, -2.49], [-4.58, 3.04, -3.60], [-3.08, 4.76, -2.63], [-1.86, 4.28, -0.55], [1.58, 1.39, -2.59], [0.44, 1.67, -3.03], [-0.59, 1.21, -2.50], [0.34, 2.35, -3.89], [1.13, -1.65, 2.52], [2.53, -1.25, 2.12], [3.60, -1.40, 2.97], [4.90, -1.12, 2.57], [5.12, -0.72, 1.25], [4.08, -0.52, 0.37], [4.30, -0.15, -1.07], [2.73, -0.70, 0.81], [1.72, -0.39, 0.02], [0.94, -2.70, 2.27], [0.40, -1.05, 1.98], [0.96, -1.53, 3.59], [3.42, -1.77, 3.98], [5.73, -1.22, 3.26], [6.14, -0.56, 0.91], [5.36, 0.00, -1.28], [3.75, 0.76, -1.32], [3.92, -0.94, -1.72]], "charge": -1, "s_squared": 6.4494, "multiplicity": 5}


{"formula": "C5H9NP", "method": "wB97M-V/def2-TZVPD", "species": ["C", "C", "P", "N", "C", "C", "C", "H", "H", "H", "H", "H", "H", "H", "H", "H"], "xyz": [[-2.04, -0.75, 0.49], [-0.81, -0.09, -0.05], [0.42, 0.91, 0.96], [1.41, -0.63, 1.31], [1.36, 1.37, -0.52], [0.59, 1.12, -1.61], [-0.59, 0.33, -1.33], [-1.85, -1.82, 0.67], [-2.76, -0.58, -0.24], [-2.36, -0.38, 1.56], [2.39, -0.51, 1.17], [1.31, -1.36, 0.68], [1.21, -1.05, 2.23], [2.15, 1.99, -0.58], [0.86, 1.44, -2.57], [-1.30, 0.01, -2.17]], "smiles": "CC1=P([NH3+])=CC=C1", "charge": 1}


{"formula": "C28H52ClCrOP", "method": "wB97M-V/def2-TZVPD", "species": ["Cr", "Cl", "P", "C", "H", "H", "C", "C", "C", "H", "C", "H", "H", "C", "H", "H", "C", "H", "H", "C", "H", "H", "H", "H", "C", "C", "H", "C", "H", "H", "C", "H", "H", "C", "H", "H", "C", "H", "H", "H", "H", "C", "H", "C", "H", "H", "C", "H", "H", "C", "H", "H", "C", "H", "H", "H", "H", "C", "C", "H", "C", "H", "C", "H", "H", "C", "H", "H", "C", "H", "H", "H", "H", "C", "C", "C", "O", "H", "H", "H", "H", "H", "H", "H"], "xyz": [[-1.65, -2.35, -0.41], [0.50, -2.86, -0.75], [0.56, 0.23, -0.40], [-2.37, -2.89, -1.97], [-3.41, -2.73, -2.23], [-2.11, -3.92, -2.30], [0.36, 1.74, 0.68], [0.33, 0.77, -2.17], [-1.00, 2.41, 0.45], [0.33, 1.28, 1.69], [-1.30, 3.42, 1.56], [-1.00, 2.95, -0.52], [-1.80, 1.65, 0.39], [-0.17, 4.46, 1.73], [-2.24, 3.94, 1.35], [-1.42, 2.87, 2.51], [1.24, 3.84, 1.77], [-0.23, 5.19, 0.91], [-0.33, 5.02, 2.66], [1.47, 2.79, 0.67], [1.99, 4.63, 1.66], [1.40, 3.36, 2.75], [1.51, 3.29, -0.31], [2.45, 2.33, 0.84], [2.39, -0.18, -0.34], [0.72, 2.23, -2.47], [1.00, 0.11, -2.74], [0.60, 2.53, -3.96], [0.07, 2.91, -1.91], [1.75, 2.44, -2.15], [-0.79, 2.19, -4.51], [0.81, 3.60, -4.13], [1.36, 1.95, -4.50], [-1.26, 0.78, -4.13], [-1.52, 2.93, -4.15], [-0.77, 2.28, -5.61], [-1.11, 0.48, -2.63], [-2.31, 0.65, -4.42], [-0.66, 0.05, -4.68], [-1.81, 1.10, -2.04], [-1.39, -0.57, -2.43], [2.83, -0.38, 1.12], [2.39, -1.17, -0.82], [4.23, -1.00, 1.18], [2.84, 0.59, 1.65], [2.12, -1.03, 1.65], [5.26, -0.21, 0.35], [4.56, -1.05, 2.22], [4.17, -2.03, 0.79], [4.79, 0.14, -1.07], [5.52, 0.72, 0.89], [6.19, -0.80, 0.28], [3.37, 0.71, -1.11], [5.48, 0.87, -1.51], [4.82, -0.77, -1.69], [3.38, 1.73, -0.69], [3.06, 0.81, -2.16], [-1.12, -2.24, 2.56], [-1.73, -2.96, 1.66], [-1.41, -1.18, 2.58], [-1.37, -4.40, 1.35], [-2.60, -2.56, 1.07], [-0.64, -5.06, 2.54], [-2.22, -5.01, 0.98], [-0.63, -4.33, 0.50], [0.50, -4.16, 3.02], [-1.38, -5.17, 3.34], [-0.28, -6.08, 2.27], [0.11, -2.66, 3.28], [0.89, -4.55, 3.96], [1.30, -4.18, 2.25], [0.05, -2.49, 4.36], [0.92, -1.99, 2.94], [-4.73, -0.86, -0.50], [-3.65, -0.21, 0.36], [-3.99, -0.25, 1.84], [-2.37, -0.71, 0.19], [-4.94, -1.88, -0.16], [-4.44, -0.88, -1.55], [-5.64, -0.26, -0.39], [-3.58, 0.84, 0.07], [-3.90, -1.28, 2.23], [-3.31, 0.39, 2.41], [-5.01, 0.10, 1.98]], "charge": -1, "s_squared": 4.1573, "multiplicity": 4}


{"formula": "C5H12NO", "method": "wB97M-V/def2-TZVPD", "species": ["C", "C", "C", "C", "C", "N", "O", "H", "H", "H", "H", "H", "H", "H", "H", "H", "H", "H", "H"], "xyz": [[0.72, 1.40, -2.24], [1.26, 1.96, -1.19], [-1.73, -0.54, 0.74], [1.49, 2.26, 0.02], [-0.67, -1.31, -0.10], [0.74, -1.23, 0.55], [0.84, 1.40, 0.91], [1.28, 0.68, -2.93], [-0.17, 1.90, -2.45], [-1.84, -0.98, 1.79], [-2.63, -0.56, 0.23], [-1.45, 0.53, 0.88], [2.19, 2.91, 0.52], [-0.87, -2.45, -0.09], [-0.61, -0.88, -1.10], [1.43, -1.26, -0.20], [0.95, -2.04, 1.11], [0.67, -0.21, 0.80], [0.58, 1.82, 1.71]], "charge": 1}


{"formula": "C5H12N2O", "method": "wB97M-V/def2-TZVPD", "species": ["C", "C", "C", "O", "N", "C", "C", "N", "H", "H", "H", "H", "H", "H", "H", "H", "H", "H", "H", "H"], "xyz": [[-1.15, -2.08, -1.87], [0.16, -1.76, -1.15], [0.59, -0.35, -1.52], [1.04, -0.13, -2.64], [0.58, 0.64, -0.59], [-0.12, 0.62, 0.70], [0.28, 1.84, 1.52], [0.49, 1.53, 2.94], [-1.78, -1.20, -1.91], [-0.91, -2.42, -2.87], [-1.66, -2.94, -1.43], [0.06, -1.80, -0.06], [1.05, -2.33, -1.41], [1.07, 1.49, -0.83], [-1.20, 0.63, 0.50], [0.15, -0.26, 1.26], [-0.34, 2.73, 1.38], [1.27, 2.13, 1.17], [0.79, 2.38, 3.40], [-0.38, 1.29, 3.43]], "smiles": "CCC(=O)NCCN"}


{"formula": "C11H32FeN2O5P2", "method": "wB97M-V/def2-TZVPD", "species": ["O", "H", "Fe", "N", "N", "O", "O", "C", "C", "C", "C", "H", "H", "H", "H", "H", "H", "H", "H", "O", "H", "H", "C", "H", "H", "H", "O", "H", "H", "C", "P", "C", "C", "C", "P", "C", "C", "H", "H", "H", "H", "H", "H", "H", "H", "H", "H", "H", "H", "H", "H", "H", "H"], "xyz": [[1.78, 2.60, -2.98], [2.53, 3.06, -2.58], [0.29, 0.40, -0.15], [-1.15, -0.60, -0.83], [1.10, -0.36, -2.02], [-2.43, -0.95, -0.22], [2.21, -0.13, -2.66], [-0.97, -1.33, -1.93], [0.23, -1.19, -2.62], [-2.06, -2.23, -2.22], [0.61, -1.82, -3.87], [-3.03, -1.75, -2.23], [-2.08, -3.02, -1.47], [-1.90, -2.68, -3.18], [1.67, -1.76, -4.07], [0.09, -1.34, -4.70], [0.30, -2.86, -3.85], [-2.80, -0.08, 0.02], [1.87, 1.63, -2.71], [-0.97, -3.86, 0.03], [-1.62, -4.01, 0.75], [-0.84, -4.74, -0.27], [0.33, 2.15, -0.31], [1.45, 2.09, -0.48], [-0.03, 2.01, -1.37], [0.17, 3.20, -0.27], [-1.72, 4.98, -0.19], [-2.47, 5.17, -0.80], [-1.76, 5.76, 0.42], [3.00, -0.14, 2.03], [1.50, -0.71, 1.23], [1.94, -2.23, 0.41], [0.22, -1.31, 2.41], [-0.96, -0.36, 2.51], [-0.62, 1.25, 1.60], [-2.21, 2.08, 1.55], [0.42, 2.08, 2.81], [3.79, -0.86, 1.80], [2.81, -0.17, 3.10], [3.38, 0.84, 1.77], [2.81, -2.59, 0.95], [1.13, -2.98, 0.46], [2.20, -2.07, -0.65], [-0.14, -2.29, 2.07], [0.75, -1.48, 3.34], [-1.85, -0.83, 2.06], [-1.22, -0.11, 3.53], [-2.49, 2.33, 2.57], [-2.11, 2.99, 0.96], [-3.00, 1.45, 1.13], [-0.23, 2.42, 3.63], [1.17, 1.39, 3.20], [0.90, 2.94, 2.32]], "s_squared": 6.0808, "multiplicity": 5}


One value per record, in order, for relative energy (zero: lowest compared OMol25 entry of this formula, charge and spin): 12.5, 39.5, 16.4, 0.0, 27.1, 0.0, 0.0, 68.0, 25.8, 0.0 kcal per mole.
One value per record, in order, for total energy: -10893.63210, -16661.20092, -52844.17747, -330011.32281, -81607.03458, -16101.62391, -82159.74086, -8907.67939, -10407.30461, -78101.05760 eV.